No. 1
ORCA calculation (ωB97M-V/def2-TZVPD) on a 4-piece molecular cluster, H10NO3 overall.

CARTESIAN COORDINATES (ANGSTROEM)
N: 0.642 -0.294 0.314
H: 0.648 0.683 0.661
H: 1.610 -0.639 0.544
H: -0.024 -0.774 0.934
H: 0.695 -0.490 -0.707
H: 1.449 2.016 2.938
H: 0.946 2.889 1.888
O: 1.095 1.954 2.050
H: -0.188 0.627 -2.954
H: -1.343 -0.163 -2.765
O: -0.844 0.464 -2.226
H: -2.179 -1.681 0.025
H: -1.026 -2.250 -0.775
O: -1.482 -2.341 0.073

The expectation value of S² is 0.7506. As for the spin multiplicity: 2. Its total charge is 0. The calculation puts the energy above the lowest of the compared OMol25 structures with the same formula, charge and spin at 11.5 kcal per mole. The highest occupied orbital energy (spin up / spin down) comes out at -3.241 / -11.571 eV. As for the energy: -286.3397 a.u. The calculation puts the gap between HOMO and LUMO (spin up / spin down) at 3.76 / 11.86 eV. The value obtained for the molar mass is 72.084 g mol⁻¹.


No. 2
ORCA calculation (ωB97M-V/def2-TZVPD) on a 4-piece molecular cluster, H10NO3 overall.

CARTESIAN COORDINATES (ANGSTROEM)
N: -0.077 -0.507 0.341
H: -0.392 -0.835 -0.588
H: -0.237 -1.278 0.990
H: -0.686 0.283 0.628
H: 0.932 -0.257 0.363
H: -0.395 -2.256 -2.690
H: -1.775 -2.316 -2.081
O: -0.890 -1.992 -1.912
H: 2.641 1.411 0.214
H: 3.337 0.146 0.806
O: 2.479 0.590 0.704
H: -1.186 2.407 1.645
H: -2.425 1.965 0.792
O: -1.467 1.885 0.884

As for the spin multiplicity: 1. Its total charge is +1. The calculation puts the energy above the lowest of the compared OMol25 structures with the same formula, charge and spin at 1.0 kcal per mole. The highest occupied orbital energy comes out at -16.120 eV. As for the energy: -286.2638 a.u. The calculation puts the gap between HOMO and LUMO at 13.09 eV. The value obtained for the molar mass is 72.084 g mol⁻¹.


No. 3
ORCA calculation (ωB97M-V/def2-TZVPD) on a 4-piece molecular cluster, H10NO3 overall.

CARTESIAN COORDINATES (ANGSTROEM)
N: -0.003 0.135 0.373
H: -0.280 -0.953 0.592
H: -0.928 0.700 0.614
H: 0.622 0.494 1.104
H: -0.035 0.355 -0.586
H: -0.156 -3.211 1.245
H: -0.251 -2.059 2.336
O: -0.238 -2.325 1.437
H: -2.042 -0.161 -2.836
H: -0.636 -0.905 -2.954
O: -1.362 -0.650 -2.372
H: 1.446 3.263 0.883
H: 2.131 2.822 -0.316
O: 1.732 2.496 0.480

The expectation value of S² is 0.7566. As for the spin multiplicity: 2. Its total charge is +2. The calculation puts the energy above the lowest of the compared OMol25 structures with the same formula, charge and spin at 41.5 kcal per mole. The highest occupied orbital energy (spin up / spin down) comes out at -20.019 / -19.343 eV. As for the energy: -285.6212 a.u. The calculation puts the gap between HOMO and LUMO (spin up / spin down) at 12.40 / 2.79 eV. The value obtained for the molar mass is 72.084 g mol⁻¹.


No. 4
ORCA calculation (ωB97M-V/def2-TZVPD) on H10NaO5 as an isolated structure.

CARTESIAN COORDINATES (ANGSTROEM)
Na: 0.178 0.129 0.211
O: 1.555 -0.014 -2.007
H: 2.422 -0.290 -1.678
H: 1.361 -0.610 -2.742
O: 1.811 -1.495 1.007
H: 2.537 -1.586 1.637
H: 1.686 -2.382 0.647
O: -1.907 -0.119 -1.299
H: -2.418 -0.816 -0.870
H: -2.444 0.142 -2.058
O: -0.879 -0.472 2.256
H: -1.463 -1.226 2.407
H: -0.910 0.031 3.080
O: -0.371 2.541 -0.141
H: -1.202 2.790 -0.563
H: 0.042 3.376 0.114

As for the spin multiplicity: 1. Its total charge is +1. The calculation puts the energy above the lowest of the compared OMol25 structures with the same formula, charge and spin at 3.5 kcal per mole. The highest occupied orbital energy comes out at -15.278 eV. As for the energy: -544.3665 a.u. The calculation puts the gap between HOMO and LUMO at 12.05 eV. The value obtained for the molar mass is 113.065 g mol⁻¹.


No. 5
ORCA calculation (ωB97M-V/def2-TZVPD) on a 5-piece molecular cluster, H10O5 overall.

CARTESIAN COORDINATES (ANGSTROEM)
O: 0.406 -2.963 -1.232
H: 0.855 -3.225 -0.428
H: 0.103 -2.072 -1.058
O: -1.542 2.132 -1.907
H: -1.400 1.557 -2.659
H: -0.951 2.870 -2.054
O: -0.388 -0.365 -0.804
H: -0.430 -0.141 0.126
H: -0.671 0.431 -1.255
O: -0.163 1.105 1.732
H: -1.053 1.356 1.979
H: 0.349 1.907 1.835
O: 1.574 -1.229 2.035
H: 2.404 -0.796 1.835
H: 0.908 -0.566 1.854

The expectation value of S² is 0.7504. As for the spin multiplicity: 2. Its total charge is -1. The calculation puts the energy above the lowest of the compared OMol25 structures with the same formula, charge and spin at 6.3 kcal per mole. The highest occupied orbital energy (spin up / spin down) comes out at 0.514 / -7.546 eV. As for the energy: -382.1721 a.u. The calculation puts the gap between HOMO and LUMO (spin up / spin down) at 3.15 / 11.26 eV. The value obtained for the molar mass is 90.075 g mol⁻¹.


No. 6
ORCA calculation (ωB97M-V/def2-TZVPD) on a 5-piece molecular cluster, H10O5 overall.

CARTESIAN COORDINATES (ANGSTROEM)
O: -0.718 -1.749 -2.001
H: -0.860 -0.965 -1.442
H: -0.737 -1.413 -2.904
O: 0.928 -1.458 1.285
H: 1.850 -1.637 1.057
H: 0.617 -2.237 1.758
O: 1.741 1.971 -1.990
H: 1.721 1.648 -2.897
H: 1.048 1.468 -1.518
O: -0.122 0.567 -0.304
H: -0.717 0.948 0.355
H: 0.284 -0.191 0.168
O: -1.328 0.998 2.635
H: -1.965 1.722 2.608
H: -1.742 0.328 3.191

As for the spin multiplicity: 1. Its total charge is 0. The SMILES is O.O.O.O.O. The calculation puts the energy above the lowest of the compared OMol25 structures with the same formula, charge and spin at 17.8 kcal per mole. The highest occupied orbital energy comes out at -10.582 eV. As for the energy: -382.1958 a.u. The calculation puts the gap between HOMO and LUMO at 10.93 eV. The value obtained for the molar mass is 90.075 g mol⁻¹.